86
Properties=species:S:1:pos:R:3:mulliken_charge:R:1 method="wB97M-V/def2-TZVPD" total_charge=-1 homo_lumo_gap_ev=5.32 largest_force_ev_per_a=4.55
C 5.318 -0.458 -1.339 -0.27
C 4.176 -1.016 -0.894 -0.21
Nb 2.983 -1.653 -2.622 -0.66
Br 3.953 -4.091 -2.653 -0.57
C 1.660 -2.202 -4.385 -1.03
C 2.293 -2.062 -5.782 -0.42
C 2.360 -0.640 -6.393 -0.60
N 1.995 0.435 -5.471 -0.33
B 1.351 -2.170 -0.964 1.07
C -0.146 -1.675 -1.014 -0.71
O 1.678 -2.988 0.124 -0.63
H 5.521 0.609 -1.204 0.17
H 6.024 -1.056 -1.901 0.32
H 3.835 -1.057 0.138 0.06
H 4.372 -0.942 -3.692 -0.02
H 2.196 -0.032 -2.600 0.00
H 0.686 -1.702 -4.343 0.20
H 1.434 -3.271 -4.271 0.53
H 3.285 -2.515 -5.813 0.24
H 1.685 -2.647 -6.483 0.37
H 3.377 -0.439 -6.729 0.32
H 1.705 -0.602 -7.273 0.29
H 0.994 0.537 -5.394 0.06
H 2.409 1.314 -5.741 0.18
H -0.817 -2.511 -0.782 0.33
H -0.275 -0.956 -0.197 0.23
H -0.443 -1.211 -1.951 -0.04
H 2.130 -2.454 0.794 0.18
O 2.109 -1.296 3.055 -0.56
P 2.097 -0.538 4.313 0.17
N 3.315 -1.244 5.275 0.16
C 3.458 -1.017 6.700 -0.76
C 4.622 -1.330 4.623 -1.01
N 0.564 -0.907 4.958 0.34
C 0.328 -1.153 6.366 -1.27
C -0.270 -1.792 4.144 -0.97
N 2.115 1.061 4.917 0.09
C 0.903 1.852 4.606 -1.07
C 3.263 1.836 4.385 -1.00
H 3.788 0.001 6.957 0.26
H 4.204 -1.712 7.090 0.39
H 2.545 -1.221 7.244 0.19
H 5.142 -0.366 4.551 0.28
H 4.516 -1.729 3.616 0.24
H 5.269 -2.008 5.182 0.40
H 0.729 -2.120 6.696 0.32
H -0.748 -1.157 6.557 0.41
H 0.742 -0.357 6.985 0.37
H 0.037 -2.842 4.215 0.29
H -0.248 -1.506 3.098 0.31
H -1.306 -1.711 4.482 0.32
H 0.710 1.923 3.531 0.37
H 1.042 2.859 5.002 0.41
H 0.025 1.434 5.085 0.31
H 3.286 1.856 3.292 0.36
H 4.206 1.429 4.748 0.21
H 3.204 2.862 4.744 0.41
O -2.918 0.276 -0.875 -0.67
P -3.866 1.053 -1.681 0.36
N -2.977 2.386 -2.249 0.18
C -3.571 3.569 -2.841 -0.72
C -1.726 2.027 -2.930 -1.05
N -5.016 1.574 -0.527 0.30
C -5.606 2.897 -0.528 -1.26
C -4.781 1.130 0.843 -1.03
N -5.015 0.886 -2.938 0.11
C -6.211 0.091 -2.585 -1.07
C -4.423 0.237 -4.134 -1.01
H -4.017 3.396 -3.832 0.27
H -2.792 4.326 -2.961 0.39
H -4.326 4.015 -2.206 0.21
H -1.878 1.611 -3.934 0.24
H -1.170 1.297 -2.343 0.25
H -1.097 2.912 -3.035 0.38
H -4.898 3.674 -0.214 0.33
H -6.452 2.917 0.165 0.41
H -6.013 3.150 -1.508 0.36
H -3.987 1.701 1.341 0.31
H -4.508 0.080 0.874 0.32
H -5.703 1.247 1.418 0.33
H -5.961 -0.922 -2.251 0.34
H -6.847 0.017 -3.468 0.42
H -6.792 0.574 -1.807 0.31
H -3.980 -0.738 -3.908 0.37
H -3.661 0.872 -4.581 0.21
H -5.196 0.094 -4.888 0.42